A cluster of 2 separate species, C4H11NO in total at a distorted geometry, computed with the ωB97M-V functional and the def2-TZVPD basis.

Results
Energy above the lowest of the compared OMol25 structures with the same formula, charge and spin ... 19.4 kcal/mol
Spin multiplicity ... 2
Kohn-Sham gap (alpha / beta) ... 11.03 / 7.78 eV
⟨S²⟩ ... 0.77
Total charge ... +1

Positions of all 17 atoms, in Å:
C: 1.5565 1.1504 -0.9774
C: 0.6334 0.3565 -0.1514
C: 0.2052 0.7370 1.1185
N: -0.6233 0.0837 1.9174
C: -1.3652 -1.1409 1.5635
H: 2.1969 0.4944 -1.5635
H: 1.0631 1.9678 -1.5094
H: 2.2362 1.6895 -0.3049
H: 0.3115 -0.6506 -0.3376
H: 0.5175 1.6878 1.5431
H: -0.9301 0.6253 2.7166
H: -2.3262 -0.8214 1.1557
H: -0.7690 -1.7102 0.8650
H: -1.5873 -1.6970 2.4708
H: -0.1375 -0.8401 -3.5762
H: -0.2716 -0.7906 -2.0757
O: -0.7101 -1.1416 -2.8544

Here are the Löwdin charges for atoms 1 to 2, given in e: -0.040, -0.025